1.
96
Properties=species:S:1:pos:R:3:forces:R:3 method="wB97M-V/def2-TZVPD" de_lowest_kj_mol=12.61 e_homo_ev="-4.83 / -4.84" orbital_gap_ev="6.75 / 6.31" total_charge=-1 lumo_energy_ev="1.92 / 1.46" spin_multiplicity=2
Re -0.7623 0.5541 -0.6659 0.4868 0.9460 1.1362
N 0.7733 8.7464 -0.2730 -0.0098 0.1340 0.0232
C 0.5241 7.4914 0.2854 0.0121 -0.0968 -0.0081
C 1.4704 6.8841 1.1096 -0.0141 -0.0026 -0.0082
C 1.2169 5.6474 1.6763 0.0005 -0.0291 0.0072
C 0.0106 5.0092 1.4324 0.0185 -0.0019 0.0144
C -0.9467 5.6149 0.6308 0.0181 -0.0401 -0.0299
C -0.6922 6.8474 0.0591 -0.0115 -0.0012 0.0157
S -0.3067 3.3984 2.0953 -0.1821 0.2173 0.0325
O -1.7338 3.2954 2.2569 0.0394 -0.0582 -0.0269
O 0.5409 3.2360 3.2476 -0.0252 -0.0351 -0.0913
N 0.0783 2.3702 0.9126 -0.0604 -0.5701 -0.2424
C 1.3515 2.1119 0.5698 -0.0140 0.0403 -0.1324
N 1.3949 1.0409 -0.2639 -0.0769 -0.0583 -0.0614
C 2.5453 0.6892 -0.8161 0.0589 0.0536 0.1071
C 3.7071 1.3709 -0.4994 -0.0236 0.0322 0.0395
C 3.5763 2.4318 0.3883 0.1311 -0.0757 -0.0631
N 2.4307 2.8211 0.9254 -0.1245 -0.0192 0.0412
H 1.7489 8.9704 -0.3841 0.0010 -0.0117 -0.0175
H 0.2431 8.9481 -1.1052 0.0116 -0.0131 -0.0173
H 2.4139 7.3833 1.2966 0.0189 0.0123 0.0101
H 1.9507 5.1554 2.2975 0.0163 -0.0038 0.0191
H -1.8867 5.1092 0.4572 -0.0348 -0.0073 -0.0042
H -1.4368 7.3159 -0.5737 -0.0152 0.0082 -0.0033
H 2.5143 -0.1400 -1.5098 0.0006 -0.0655 -0.0264
H 4.6587 1.0882 -0.9213 0.0247 0.0099 -0.0158
H 4.4484 3.0122 0.6762 0.0184 -0.0061 0.0043
C -0.0662 -1.0337 4.8295 -0.0141 0.0138 0.0213
C 0.7354 -0.7690 3.7324 0.0252 -0.0117 -0.0205
C 0.1797 -0.3078 2.5491 -0.0284 -0.0535 0.0138
C -1.1876 -0.1022 2.4664 -0.0261 0.1318 -0.1063
C -1.9983 -0.3539 3.5688 0.0409 0.0246 0.0739
C -1.4353 -0.8186 4.7426 0.0230 -0.0155 -0.0021
N -1.7663 0.3441 1.2209 -0.1498 -0.1068 0.2219
N -2.9984 0.5760 1.3021 0.2366 -0.0667 -0.1714
C -3.5877 0.8837 0.0854 0.0544 -0.0760 -0.0181
C -4.9534 1.1761 0.0993 0.0222 -0.0208 -0.0262
C -5.5877 1.4051 -1.0997 -0.0267 0.0219 -0.0021
C -4.8459 1.3302 -2.2821 0.0317 -0.0214 -0.0619
C -3.4898 1.0512 -2.2754 0.0468 -0.0101 0.1571
C -2.7912 0.8212 -1.0755 -0.1313 -0.1373 0.0581
H 0.3719 -1.4008 5.7485 0.0035 -0.0070 0.0134
H 1.8059 -0.9183 3.7961 0.0170 -0.0104 -0.0135
H 0.8026 -0.1228 1.6888 0.0086 -0.0171 -0.0338
H -3.0604 -0.1822 3.4955 -0.0165 0.0014 -0.0030
H -2.0724 -1.0191 5.5945 -0.0049 0.0011 0.0204
H -5.4777 1.2119 1.0446 -0.0125 0.0007 0.0421
H -6.6454 1.6333 -1.1287 -0.0108 0.0046 -0.0096
H -5.3461 1.4918 -3.2302 -0.0035 0.0051 -0.0167
H -2.9547 0.9992 -3.2102 0.0618 -0.0205 -0.1077
Cl 2.3261 -1.1910 -4.2674 0.0124 -0.0382 0.0417
C 1.1421 0.0822 -4.6115 -0.0652 0.0300 -0.1303
Cl 1.8916 1.6914 -4.4578 0.0086 -0.0329 -0.0004
C -0.0980 0.0148 -3.6915 0.1173 0.1490 0.0375
O -1.1779 0.0273 -4.2491 -0.1759 -0.0590 0.0203
O 0.1916 -0.0166 -2.4493 0.0215 -0.0621 -0.1844
H 0.8284 -0.0320 -5.6434 0.0232 0.0187 0.0747
C -0.7206 2.4350 -1.7294 0.0428 -0.1635 -0.3753
H -1.2548 2.3771 -2.6802 0.0764 -0.0164 -0.0033
H 0.3140 2.7206 -1.9444 0.0034 0.0564 0.0512
H -1.1749 3.2250 -1.1328 -0.0853 -0.0042 -0.0043
O -0.3953 -1.3659 -0.3284 -0.2867 0.0983 -0.0749
Si 0.2753 -2.8247 -0.2597 -0.0562 -0.1151 -0.1851
C 2.1575 -2.8007 -0.3422 -0.0270 -0.0076 -0.0022
C 2.9161 -2.3546 0.7429 -0.0351 0.0512 0.0201
C 4.2952 -2.2455 0.6671 0.0365 0.0195 0.0176
C 4.9520 -2.5915 -0.5062 0.0462 0.0026 -0.0045
C 4.2235 -3.0582 -1.5893 0.0081 -0.0203 -0.0064
C 2.8416 -3.1669 -1.5011 -0.0449 0.0077 -0.0553
C -0.1934 -3.6764 1.3482 -0.0504 0.1073 -0.0193
C -1.4357 -3.3989 1.9228 0.0015 0.0211 0.0000
C -1.8356 -4.0095 3.1003 -0.0308 -0.0051 0.0300
C -0.9987 -4.9219 3.7271 -0.0103 -0.0048 0.0331
C 0.2373 -5.2146 3.1725 0.0318 -0.0217 0.0300
C 0.6337 -4.5923 1.9965 0.0481 -0.0406 -0.0450
C -0.3614 -3.8302 -1.7103 0.0246 0.0011 0.0294
C -0.0620 -5.1861 -1.8544 0.0263 -0.0070 0.0038
C -0.5236 -5.9111 -2.9417 0.0059 -0.0395 -0.0020
C -1.3021 -5.2874 -3.9078 -0.0148 -0.0145 -0.0187
C -1.6178 -3.9439 -3.7782 -0.0217 -0.0004 -0.0355
C -1.1502 -3.2234 -2.6874 0.0205 0.0420 0.0365
H 2.4165 -2.0833 1.6649 -0.0502 0.0345 0.0711
H 4.8576 -1.8826 1.5187 0.0055 -0.0002 0.0093
H 6.0295 -2.5017 -0.5732 0.0039 0.0038 -0.0005
H 4.7301 -3.3347 -2.5059 0.0064 -0.0063 -0.0112
H 2.2816 -3.5332 -2.3534 0.0023 0.0210 -0.0211
H -2.0888 -2.6747 1.4502 -0.0294 0.0024 -0.0307
H -2.7949 -3.7629 3.5381 -0.0111 0.0023 -0.0007
H -1.3053 -5.3938 4.6527 -0.0056 -0.0113 0.0041
H 0.8992 -5.9189 3.6619 0.0040 -0.0078 0.0016
H 1.6105 -4.8191 1.5839 0.0292 -0.0003 -0.0116
H 0.5434 -5.6852 -1.1046 0.0172 -0.0219 0.0238
H -0.2789 -6.9619 -3.0377 0.0034 -0.0153 0.0014
H -1.6647 -5.8514 -4.7582 -0.0037 -0.0101 -0.0187
H -2.2257 -3.4520 -4.5268 -0.0040 0.0277 -0.0062
H -1.3981 -2.1739 -2.5921 -0.0307 0.0410 -0.0213



2.
91
Properties=species:S:1:pos:R:3:forces:R:3 method="wB97M-V/def2-TZVPD" de_lowest_kj_mol=126.77 e_homo_ev="-12.31 / -12.31" orbital_gap_ev="5.71 / 3.05" total_charge=+2 lumo_energy_ev="-6.60 / -9.26" spin_multiplicity=5
Os 2.4566 -1.3027 0.2356 0.2730 -0.2086 0.9897
C 6.7416 -2.7150 0.4897 -0.1898 -0.0111 -0.2556
C 5.4406 -2.0621 0.7892 1.3352 -0.3879 0.3534
N 4.4502 -2.0751 -0.0608 -1.9958 0.6336 -0.5578
N 4.5928 -2.5842 -1.2771 2.2531 -0.8967 1.3074
C 3.6630 -2.1723 -2.1287 -1.8935 0.6915 -1.2270
O 2.8199 -1.2790 -1.7643 0.4492 0.1864 -1.0945
C 3.5934 -2.7705 -3.4570 0.0128 0.2346 0.4851
C 4.4179 -3.8451 -3.8004 0.1696 -0.0972 0.0422
C 4.2953 -4.4352 -5.0418 0.1031 -0.1378 0.0646
C 3.3580 -3.9627 -5.9513 0.1279 -0.0035 0.0829
C 2.5290 -2.9026 -5.6111 -0.1509 0.2575 0.1543
C 2.6413 -2.3087 -4.3705 -0.2126 0.1549 -0.1406
C 5.2160 -1.3195 2.0184 -0.0736 0.2883 0.5115
C 6.0909 -1.3369 3.1109 -0.0894 -0.1923 -0.4969
C 5.8102 -0.5480 4.2136 -0.2907 0.2242 0.0887
C 4.6741 0.2497 4.1979 0.4604 -0.3256 0.0545
C 3.8529 0.2113 3.0800 -0.1793 0.0629 -0.2731
N 4.1110 -0.5502 2.0303 -0.0160 0.1508 -0.3435
H 6.7232 -3.1246 -0.5161 0.0944 -0.0270 0.0861
H 6.9155 -3.5231 1.1984 0.0244 -0.0820 0.1294
H 7.5668 -2.0114 0.5773 0.0252 0.0991 0.0718
H 5.1380 -4.1984 -3.0795 0.1212 -0.0983 -0.0303
H 4.9271 -5.2689 -5.3055 0.0762 -0.0462 -0.0186
H 3.2822 -4.4110 -6.9301 -0.0226 -0.0818 -0.0653
H 1.7958 -2.5387 -6.3148 -0.0258 0.0302 -0.0584
H 2.0025 -1.4812 -4.0965 -0.0345 0.0253 -0.0012
H 6.9671 -1.9647 3.0975 0.1064 -0.0552 -0.0128
H 6.4662 -0.5535 5.0708 0.0572 -0.0132 0.0368
H 4.4179 0.8847 5.0307 0.0127 0.0646 0.0721
H 2.9604 0.8142 3.0092 -0.0789 0.0232 0.0277
O 2.0900 -2.9692 2.7301 -0.1517 0.5704 -0.4007
C 2.1219 -2.2414 1.8492 -0.2313 -0.7530 0.3686
N -1.2835 -0.1415 -1.4969 0.3152 -0.9659 -0.0497
C -0.2407 0.1217 -0.5573 0.5278 1.2841 0.2386
N 0.5071 -1.0970 -0.4392 -0.1721 -0.6736 -0.3284
C 0.0070 -1.9648 -1.3345 -0.0327 0.0762 0.2989
C 0.4459 -3.2546 -1.6595 -0.0379 -0.3186 -0.2593
C -0.2179 -3.9246 -2.6610 0.5488 -0.0337 0.5064
C -1.3191 -3.3560 -3.3193 -0.4288 0.6022 -0.0702
C -1.7769 -2.0863 -3.0092 -0.1864 -0.3884 -0.3535
C -1.1120 -1.3890 -2.0163 0.0620 0.7000 0.5164
H -1.9609 0.5519 -1.7720 -0.1301 0.2709 -0.0413
H 0.4177 0.9530 -0.8883 -0.3104 -0.3286 0.0479
H 1.2803 -3.7049 -1.1355 -0.0421 -0.0204 -0.0099
H 0.1143 -4.9098 -2.9471 -0.0083 -0.1318 -0.0041
H -1.8225 -3.9292 -4.0824 -0.0491 -0.0060 -0.0791
H -2.6216 -1.6580 -3.5230 -0.1137 0.0511 -0.0554
O 1.2892 0.7074 1.4939 0.5940 -0.1410 -0.3249
C 0.0936 0.8310 1.6566 -0.3735 0.1203 0.2718
O -0.7998 0.5439 0.7006 0.1994 -0.5441 -0.0960
C -0.5472 1.3094 2.9185 0.0207 0.0958 0.0199
C -1.4344 2.5320 2.6908 -0.3618 -0.2298 -0.5001
Ge -2.9104 2.3314 1.3292 -1.3439 1.3801 0.4619
C -3.8903 0.6246 1.6027 0.6477 0.6941 -0.2602
C -4.5956 -0.0046 0.5841 0.1631 0.0084 0.0110
C -5.2301 -1.2129 0.8165 -0.1096 -0.0700 0.0187
C -5.1702 -1.8023 2.0705 -0.0006 -0.0095 -0.0585
C -4.4775 -1.1765 3.0944 -0.1534 -0.0986 0.0747
C -3.8603 0.0392 2.8643 0.1314 0.1245 -0.0764
C -2.3360 2.8303 -0.5191 -0.0723 -0.5503 0.8716
C -3.1979 2.6984 -1.6046 -0.0517 -0.0809 0.0922
C -2.7804 3.0425 -2.8811 -0.0831 0.0159 -0.1176
C -1.5073 3.5511 -3.0829 0.0782 0.0074 -0.0346
C -0.6520 3.7143 -2.0041 0.0363 0.1088 -0.1267
C -1.0691 3.3595 -0.7325 0.0438 -0.1193 0.0212
C -4.1581 3.8674 1.7982 1.3612 -1.7601 -0.6408
C -5.4078 3.6523 2.3391 -0.1929 0.3157 0.3279
C -6.1277 4.7405 2.8146 -0.1271 -0.2560 -0.1276
C -5.6012 6.0151 2.7135 -0.2233 0.2296 0.1278
C -4.3579 6.2203 2.1447 0.2611 0.0277 -0.2858
C -3.6362 5.1396 1.6617 -0.2461 0.3627 0.3176
H 0.2347 1.5375 3.6464 0.0440 -0.1608 -0.1388
H -1.1433 0.4795 3.3049 -0.0039 -0.0568 -0.0120
H -0.8153 3.3860 2.4146 -0.0307 0.0947 -0.0426
H -1.8967 2.7914 3.6437 -0.1635 0.0445 -0.1126
H -4.6577 0.4520 -0.3935 -0.0226 -0.0201 -0.1235
H -5.7832 -1.6889 0.0219 -0.0935 -0.0703 -0.0806
H -5.6811 -2.7351 2.2538 -0.0057 -0.1070 0.0040
H -4.4331 -1.6288 4.0739 -0.0430 -0.0209 0.0960
H -3.3639 0.5463 3.6806 0.0665 0.0020 0.1207
H -4.2120 2.3544 -1.4508 -0.0754 -0.0305 -0.0324
H -3.4587 2.9353 -3.7150 -0.0596 0.0267 -0.0697
H -1.1944 3.8508 -4.0710 0.0435 -0.0134 -0.1115
H 0.3305 4.1365 -2.1518 0.1029 0.0707 -0.0307
H -0.3986 3.5101 0.1037 0.1197 -0.0043 0.0737
H -5.8220 2.6575 2.4127 -0.0026 -0.1419 0.0557
H -7.0974 4.5743 3.2570 -0.1505 0.1011 0.0390
H -6.1749 6.8605 3.0633 -0.0161 0.0564 0.0982
H -3.9403 7.2116 2.0595 -0.0717 0.1717 0.0152
H -2.6745 5.3003 1.1950 0.1563 0.0293 -0.0234